This record from the Open Molecules 2025 dataset describes a structure of composition C38H82FGaN5O8 in a non-equilibrium geometry. The level of theory is the ωB97M-V functional and the def2-TZVPD basis.

Structure (XYZ):
```
135
Properties=species:S:1:pos:R:3:forces:R:3:mulliken_charge:R:1
H -0.21133 0.22358 6.84026 0.95 1.38 -1.96 0.28
H -3.76211 9.80168 4.61007 -0.02 -0.17 0.12 0.29
H -5.07861 2.31029 3.60810 1.86 -1.68 0.00 0.26
H -3.26036 -0.46259 -3.04971 0.23 -0.01 -0.03 0.28
C -1.77437 0.16337 1.41295 0.19 -0.26 -0.18 0.31
C -1.76642 3.55941 2.21302 -0.59 0.83 1.36 0.52
H 1.76654 -1.04761 6.06854 -0.43 1.66 -1.46 0.28
H -5.54463 -3.37425 -3.44371 0.01 0.04 -0.13 0.25
O 2.09250 -4.37212 -4.79351 -1.20 1.39 -3.36 -0.27
C 7.23103 -1.17684 2.32296 -0.63 0.03 -0.65 0.05
C 1.98323 -3.77820 -6.15219 2.74 -3.04 -4.72 0.52
O 3.42618 3.45609 -2.89098 -0.47 0.61 0.02 -0.59
H -5.27527 9.01678 5.13093 0.00 0.24 0.00 0.34
C -2.95088 -1.21286 -3.78356 0.04 -0.02 0.33 -0.46
H 1.10681 -1.79572 -5.39219 -0.13 -1.13 -2.47 0.25
H 4.52131 -7.14874 -7.10583 -0.21 -0.13 -0.01 0.37
H 2.78516 0.36692 3.50280 -0.04 0.63 2.16 0.09
H 1.14021 -6.31774 -4.85758 -0.32 2.07 0.70 0.16
C 0.92635 -5.22011 -4.50153 -1.56 -0.73 0.69 -0.14
C 0.29854 0.77434 5.91822 0.51 -0.64 -1.00 -0.86
N -3.55086 7.96827 5.62332 1.00 -0.05 -0.83 0.15
C 2.74371 0.57152 4.65427 -0.02 -0.06 0.87 -0.32
C -4.11716 2.23268 0.26866 -0.17 -1.30 0.37 -0.01
H 7.47765 1.08049 0.10567 0.21 0.00 -0.11 0.34
H -2.15592 8.35805 4.13714 -0.11 0.04 0.03 0.32
H 8.83987 0.24859 0.89899 -0.18 -0.07 -0.02 0.29
Ga -2.91912 1.84802 1.96140 0.07 -0.20 -0.62 -1.14
N 3.25437 -8.78544 -7.46195 -1.20 -0.99 -0.01 0.18
H -3.53306 1.77084 -0.64442 -1.44 1.02 1.28 -0.17
H -3.25008 6.89696 7.38043 -0.18 -0.12 0.02 0.30
C -0.88934 -3.65279 -1.26447 0.13 1.52 0.59 -0.67
C 1.45288 -0.23722 5.28056 -0.36 -0.01 -0.38 -0.38
H -1.93615 -3.94558 -1.75673 2.43 0.35 0.94 0.13
H 4.03029 -10.46546 -8.46603 -0.03 0.16 0.08 0.30
H 5.03229 0.65275 4.64345 -1.69 -1.00 1.49 0.18
H -3.24215 -2.91870 0.06832 2.17 0.96 1.14 0.07
H -4.91971 7.49193 7.14323 0.17 0.01 -0.17 0.37
H 5.16515 -9.59826 -7.39966 0.09 -0.09 -0.19 0.32
H 0.00541 -2.95352 -3.33766 0.72 -1.09 2.25 -0.22
C -2.77806 4.79721 2.66414 -0.07 0.58 -0.09 -0.76
N -4.08384 -2.05585 -4.10281 -0.80 -0.85 0.70 0.22
H -1.90376 -3.28538 1.34314 -0.61 1.95 -1.23 0.30
H 0.08247 -2.66155 -6.84198 2.19 0.61 1.05 0.18
F -1.04106 3.85239 0.93315 -0.71 0.11 1.60 -0.19
C -2.29759 -2.43577 0.61570 -0.71 -0.43 -0.84 -0.50
H -4.84911 0.48874 3.18606 1.13 1.98 0.58 0.21
C -0.80341 1.03571 4.71900 -1.15 -0.61 0.60 0.11
C -4.69512 -2.76648 -3.09171 0.63 0.51 0.15 -0.05
H -3.37426 -0.02742 5.14951 -0.31 2.07 -0.64 0.25
C 4.49984 -1.47346 5.27835 0.73 -0.29 0.69 -0.65
C 2.00202 -9.34752 -7.33280 0.47 0.78 0.20 0.06
H -0.35409 -5.77455 -2.60079 2.05 1.22 -0.87 0.31
C 1.00651 6.12165 -2.49977 0.03 -0.23 0.12 -0.85
C -3.74992 4.27698 -1.02321 -0.02 1.23 -0.32 -0.47
C 2.79967 4.50006 -3.02121 -0.76 -0.16 0.77 0.07
H 1.93422 -10.35637 -7.77164 0.11 0.00 -0.04 0.25
H -0.01440 -4.84308 -5.11766 1.82 -0.65 1.34 0.28
H 4.68319 -8.88428 -8.96664 0.15 -0.17 0.00 0.32
H -1.32183 0.45347 0.35545 -0.94 -0.88 1.96 0.06
H 1.67779 -1.70165 -7.27806 -0.93 -1.77 2.01 0.33
H -2.10741 3.01751 4.92692 -0.25 -2.24 0.40 -0.08
H 4.88560 -0.58925 1.08934 -0.05 -0.12 -0.20 0.20
H -2.01751 1.90167 6.44235 -0.26 0.06 -2.38 0.39
H 4.85453 -1.87197 4.21541 -1.22 1.03 2.47 0.16
C 0.32731 -3.56902 -2.36737 -0.10 -1.56 -0.23 0.24
C -2.44452 7.60268 4.88620 -0.19 -0.43 0.60 0.09
H 5.43747 -1.65079 5.99414 -1.93 0.32 -1.52 0.28
O 1.03808 -8.81760 -6.79486 0.84 -0.21 -0.33 -0.55
C -1.16007 -2.18297 -0.53758 -0.28 -0.32 -0.26 -0.04
H -4.31457 1.47831 5.78849 1.62 -0.85 -1.51 0.32
H -2.92503 5.60311 1.80415 0.41 -1.77 1.58 0.26
H -2.37142 5.37274 3.60964 -0.86 -1.48 -2.23 0.13
C -2.83287 -1.08723 1.37637 0.97 0.02 0.67 -0.54
H -0.03108 5.91416 -2.77648 0.01 0.22 0.04 0.29
C 4.34507 -9.47937 -8.11356 -0.15 0.20 0.14 -0.93
H 0.84590 1.76276 6.26385 -1.32 -1.91 -0.55 0.25
H 5.61513 -0.53566 -0.54248 0.10 -0.04 0.23 0.37
H -1.23328 -0.04159 4.43641 1.04 2.24 0.53 0.07
O -4.36250 -2.75336 -1.91334 -0.17 0.11 -1.27 -0.49
H 2.80409 -6.75554 -7.41356 0.25 0.05 0.26 0.31
H -0.87682 -0.02587 2.14113 -1.59 0.04 -1.45 -0.17
H -1.54939 -1.41678 -1.36326 0.72 -1.63 1.90 -0.15
H -3.03738 -1.38158 2.51491 0.19 0.68 -2.43 0.02
O 6.46782 -1.85384 3.00012 0.72 0.46 -0.94 -0.60
H 0.32448 4.38931 -0.76418 0.22 -0.11 -0.11 0.29
H 1.99411 3.79434 -0.52698 -0.22 -0.10 0.01 0.27
N 1.69333 4.86565 -2.28409 1.40 -0.15 -1.13 0.19
H -3.72149 -2.49653 -6.10034 -0.15 0.03 -0.17 0.28
C 4.18956 0.13825 5.31105 0.34 -0.03 -0.69 -0.50
H -0.97015 3.45072 3.06770 -1.06 0.49 -1.94 0.11
H 5.56508 -2.06998 0.37486 -0.16 0.13 -0.05 0.29
O -4.42340 3.66601 0.13299 1.30 0.06 -2.66 -0.39
H -0.16682 -1.70333 -0.09858 -2.07 -1.20 -0.81 0.41
C -4.23769 9.22427 5.40764 0.04 -0.29 0.11 -0.94
H -4.44163 5.14051 -1.46933 1.22 -1.82 1.03 0.23
H 1.52767 -5.61749 -2.29775 -1.93 1.08 -1.20 0.27
H -5.14443 1.68220 0.45458 1.81 0.96 -0.82 0.14
H -5.39743 -2.79579 -5.57239 0.14 0.09 0.10 0.29
H 8.23133 -0.89514 2.69040 0.01 0.06 -0.10 0.31
H 2.56390 1.72354 4.89739 0.49 -2.38 -0.88 0.30
O 2.58044 -4.39689 -7.20252 -3.73 3.95 6.96 -0.54
H 1.03121 6.70179 -1.57288 -0.15 0.11 -0.14 0.31
H -3.83647 -0.70408 0.90811 1.84 -0.92 0.77 0.24
C 0.60833 -5.13564 -2.87398 0.23 0.11 -0.41 -0.80
H -0.61602 -4.40225 -0.37852 -0.55 1.38 -2.12 0.42
C -4.24134 1.46526 3.50569 -1.09 -1.18 0.87 -0.05
C 5.68230 -0.98487 0.45230 -0.22 -0.17 0.20 -0.86
H -3.87429 4.40139 2.91612 2.41 0.67 -0.64 0.19
C 1.15276 -2.36260 -6.43865 0.34 -0.62 0.92 -0.67
C -4.53887 -2.12561 -5.47535 0.16 0.10 0.25 -0.91
H 3.28362 -7.46586 -5.85463 0.06 0.21 -0.09 0.25
H -0.35172 1.46768 3.72919 -0.64 -0.70 2.08 0.12
C 3.48776 -7.45947 -6.92951 -0.39 0.17 0.04 -0.88
H 3.62760 -2.14105 5.73777 1.76 1.57 -1.15 0.25
H -2.16030 -1.82912 -3.34505 0.01 0.22 -0.03 -0.22
H -4.30688 6.11333 6.18299 0.00 0.02 0.22 0.26
H -4.82722 -1.12293 -5.80353 -0.03 -0.12 -0.20 0.33
H -3.51911 3.54607 -1.90875 -0.54 1.01 1.77 0.23
N 6.96272 -0.69099 1.06084 0.59 -0.41 1.36 0.15
H -2.73392 4.81606 -0.73619 -1.91 -1.30 -0.32 0.09
H -2.57414 -0.71552 -4.68167 -0.16 -0.13 0.10 0.40
C -2.13737 1.89075 5.25467 0.72 -0.55 1.09 -0.17
H -4.21298 9.80441 6.33453 -0.12 0.15 -0.12 0.34
H 8.16065 -0.40786 -0.61255 0.12 0.20 -0.02 0.33
H 0.95085 -0.81021 4.37725 0.93 1.00 1.95 0.20
C -4.04249 7.06888 6.64585 0.20 -0.30 -0.06 -0.92
H 3.08827 5.25544 -3.77027 -0.08 0.09 0.01 0.25
C 1.20171 3.96626 -1.26156 0.02 -0.23 0.11 -0.83
C 7.92130 0.10476 0.32348 -0.23 -0.07 0.02 -0.93
O -1.81801 6.55870 5.01643 -0.59 1.27 0.54 -0.66
H 0.93731 3.01072 -1.72442 -0.02 0.04 0.23 0.29
H 1.48208 6.69906 -3.29734 0.00 -0.15 0.09 0.31
H 1.35036 -3.16612 -1.91342 -2.46 -0.56 -0.98 0.19
C -3.54796 1.11494 4.94842 -0.66 1.18 0.80 -0.82
H 4.32506 0.55687 6.40950 -0.50 -0.89 -2.21 0.26
```
Positions in Å, forces in eV/Å.

LUMO: 1.90 eV
Kohn-Sham gap: 5.9177 eV
E_HOMO: -4.01 eV
E_tot: -4396.99536 Eh
Net charge: -1